(1)
12
Properties=species:S:1:pos:R:3:nbo_charge:R:1 method="wB97M-V/def2-TZVPD" total_charge=0 e_homo_ha=-0.345 lumo_ev=0.87 e_tot_ha=-248.42627
O 1.7401 -0.0738 0.1687 -0.513
N -0.5655 2.2660 1.1200 -0.602
C 0.3388 -1.9595 -0.4092 -0.742
C 1.5696 -1.1416 -0.2850 0.451
C -1.5562 2.4031 0.3585 -0.043
H -0.5771 -1.7272 0.1770 0.238
H -0.0792 -2.0279 -1.4169 0.247
H 2.4035 -1.6608 -0.5227 0.093
H 0.1684 1.6058 0.9030 0.366
H -2.3701 3.1447 0.6409 0.138
H 0.6431 -2.9890 -0.0738 0.230
H -1.7154 2.1602 -0.6605 0.138

***

(2)
12
Properties=species:S:1:pos:R:3:nbo_charge:R:1 method="wB97M-V/def2-TZVPD" total_charge=0 e_homo_ha=-0.361 lumo_ev=1.06 e_tot_ha=-248.40271
O 1.5386 0.4770 0.8570 -0.725
N -0.5196 1.0476 -0.6072 -0.700
C 1.1789 -0.5930 0.0249 -0.062
C -1.1746 0.0552 0.3919 -0.269
C -0.2103 -0.3705 -0.5938 -0.095
H -1.4524 1.4199 -0.5781 0.410
H 1.1087 -1.4885 0.6562 0.178
H -0.5011 -1.0705 -1.3778 0.202
H 1.1966 1.2657 0.3936 0.490
H 1.9361 -0.7778 -0.7489 0.161
H -2.2163 -0.2066 0.1719 0.191
H -0.8847 0.2414 1.4103 0.217

***

(3)
12
Properties=species:S:1:pos:R:3:nbo_charge:R:1 method="wB97M-V/def2-TZVPD" total_charge=0 e_homo_ha=-0.348 lumo_ev=0.81 e_tot_ha=-248.44772
O -1.3150 0.9317 1.6767 -0.604
N -0.1084 1.0540 -0.2820 -0.677
C 0.6230 0.3603 -1.2975 -0.433
C -0.1798 -1.1175 1.0386 -0.711
C -0.6823 0.3593 0.8156 0.695
H -0.7749 -1.3747 1.8487 0.240
H -0.3725 2.0590 -0.3880 0.412
H 0.2444 1.0128 -2.2884 0.214
H -0.4680 -1.7675 0.2911 0.214
H 0.2690 -0.8961 -1.4671 0.220
H 0.9190 -1.0903 1.1524 0.232
H 1.8456 0.4691 -1.1000 0.200

***

(4)
12
Properties=species:S:1:pos:R:3:nbo_charge:R:1 method="wB97M-V/def2-TZVPD" total_charge=0 e_homo_ha=-0.328 lumo_ev=1.12 e_tot_ha=-248.37342
O -0.6250 0.7119 -0.6695 -0.410
N 0.7677 0.5148 -1.1069 -0.331
C -0.7761 0.7668 0.7286 0.106
C 1.4207 -0.8195 -0.8286 -0.439
C -1.7300 0.1352 1.4054 -0.471
H 0.6841 0.5314 -2.1145 0.346
H -1.9438 0.3935 2.5296 0.208
H -0.0854 1.3848 1.3267 0.181
H 2.4989 -0.5472 -1.1289 0.217
H 1.4461 -1.0348 0.1683 0.201
H 0.9056 -1.5935 -1.3353 0.184
H -2.5628 -0.4435 1.0250 0.207

***

(5)
12
Properties=species:S:1:pos:R:3:nbo_charge:R:1 method="wB97M-V/def2-TZVPD" total_charge=0 e_homo_ha=-0.341 lumo_ev=1.01 e_tot_ha=-248.39530
O -2.1876 2.9394 -0.9808 -0.697
N 4.2206 -4.3297 2.2467 -0.621
C 4.2873 -3.4753 3.1765 -0.016
C -3.3422 2.9245 -1.7213 0.146
C -3.4098 2.6612 -3.0305 -0.500
H -4.3416 3.0248 -3.4434 0.203
H 3.3762 -3.0805 3.6351 0.155
H -2.8666 1.8914 -3.5387 0.201
H 5.2037 -3.1012 3.6414 0.136
H -4.1602 3.4876 -1.2921 0.168
H -1.7482 2.0788 -1.0180 0.480
H 4.9685 -5.0210 2.3250 0.346

***

(6)
12
Properties=species:S:1:pos:R:3:nbo_charge:R:1 method="wB97M-V/def2-TZVPD" total_charge=+1 e_homo_ha="-0.472 / -0.472" s_squared=0.770 lumo_ev="-4.14 / -8.29" spin_multiplicity=2 e_tot_ha=-248.12170
O 0.3620 -2.8019 -1.6014 -0.489
N 0.9653 2.0849 0.2125 -0.517
C -1.1813 1.1072 0.6702 -0.148
C 0.3526 -3.2770 -0.5394 0.290
C -0.3795 1.7577 -0.1756 0.031
H 1.3430 1.9521 1.1464 0.445
H -0.4469 -3.9942 -0.1616 0.113
H -2.1977 0.8794 0.3643 0.255
H -0.7502 0.8550 1.7026 0.234
H -0.6503 2.1055 -1.1892 0.259
H 1.4548 2.2961 -0.6481 0.440
H 1.1283 -2.9649 0.2194 0.087